A single C5H6 molecule in a non-equilibrium geometry. Source: the OMol25 dataset; level of theory: ωB97M-V/def2-TZVPD.

```
11
Properties=species:S:1:pos:R:3:forces:R:3:nbo_charge:R:1
C 1.20798 0.51311 -0.10230 0.63 1.61 0.07 -0.279
C 0.03151 1.27299 -0.11966 -5.99 3.59 2.10 -0.239
C 0.80356 -0.72095 -0.29198 5.35 -5.12 2.25 -0.155
C -1.11903 0.47882 -0.02778 0.41 0.25 -1.55 -0.226
C -0.61167 -0.93127 -0.03609 -1.82 -2.14 1.43 -0.502
H 1.72760 -1.50934 0.09926 -3.04 1.55 -1.65 0.195
H 2.18719 0.84218 0.21592 0.03 0.01 -0.54 0.230
H -0.45667 -1.42847 1.16907 -0.96 1.37 -3.44 0.272
H -2.19184 0.76688 -0.36973 2.08 -0.36 1.26 0.225
H -0.33951 2.36510 0.15810 2.09 -1.73 -1.22 0.229
H -1.23913 -1.64905 -0.69479 1.23 0.97 1.29 0.252
```
Forces are in eV/Å.

SMILES: C1=CCC=C1
HOMO level (Ha): -0.31422
M (Da): 66.1

9 unconnected molecules or ions with the total composition C48H108F6N12O8P in a non-equilibrium geometry. Source: the OMol25 dataset; level of theory: ωB97M-V/def2-TZVPD.

```
183
Properties=species:S:1:pos:R:3:forces:R:3:mulliken_charge:R:1
P 0.78903 0.46288 -1.38065 -0.70 -1.19 -1.52 1.650
F 0.52428 -1.01495 -2.04324 0.28 1.00 -0.69 -0.574
F 0.54687 -0.35879 0.02343 -0.30 1.41 0.84 -0.386
F -0.84850 0.80728 -1.46735 1.49 -0.19 0.12 -0.351
F 1.04473 1.12933 -2.90128 -0.17 -0.89 1.90 -0.414
F 2.37263 0.11843 -1.14603 -0.16 0.35 -0.81 -0.301
F 1.03910 1.91589 -0.72271 -0.19 -0.35 0.38 -0.454
O -5.16437 -3.45452 1.34820 0.65 -1.91 0.07 -0.233
O 4.10014 -1.94236 3.10441 -1.80 2.46 -1.47 -0.280
O 4.67861 0.00379 6.04724 -0.39 -2.91 -0.02 -0.259
O -3.51955 1.03048 -5.40037 0.06 0.61 2.45 -0.361
O -3.18554 -1.15755 1.32730 -0.27 0.63 2.09 -0.265
O -5.11026 -2.09248 5.01146 -0.86 -0.71 -1.28 -0.373
O -5.39155 3.61871 -6.47772 -0.61 2.08 0.23 -0.334
O -2.04943 -4.52419 -0.80966 -2.26 -0.37 -0.04 -0.408
N -3.02786 -5.31330 1.47358 0.61 -1.21 -0.28 0.265
N 2.66049 5.29978 -2.64899 0.42 0.38 -0.27 0.203
N 4.07464 0.87545 3.25379 -1.92 -0.16 0.74 -0.149
N -0.74236 3.94478 2.15169 1.17 4.37 1.85 0.499
N -0.49531 5.83079 3.26984 -0.71 -1.54 -1.67 0.229
N 6.83684 0.06310 -0.84251 -1.21 0.40 -5.29 0.277
N 1.77590 -5.33757 -3.51546 -0.07 1.05 0.54 0.158
N 3.09004 -4.14167 -2.26359 -2.35 -1.74 -1.58 0.261
N 6.68856 0.07985 -3.14040 -0.93 -0.87 4.41 0.204
N 0.43864 5.30350 -2.38245 3.22 -2.17 -1.45 0.199
N -5.95531 1.98773 -4.48398 0.65 1.21 0.45 -0.163
N -2.60769 -1.93295 3.99709 -1.31 0.90 0.64 0.241
C 0.13560 4.66656 3.01223 -3.63 -0.74 -2.37 -0.348
C 1.64569 -4.02759 -3.95644 -0.15 -0.06 1.02 -0.970
C 5.52194 0.63593 -2.65576 0.88 0.07 2.90 -0.665
C 2.34382 6.31253 -1.74358 -0.87 -0.64 -0.17 -0.613
C -0.07239 6.76618 4.28132 0.62 2.61 0.08 -0.668
C 5.41440 -0.17749 7.27375 0.45 0.17 0.23 -0.806
C 7.44482 -1.56042 -4.81641 -0.53 -0.99 -0.47 -1.225
C -4.13659 -2.31394 5.96356 0.56 -1.13 0.75 -0.746
C 7.41649 -0.32004 -2.04639 -0.11 0.67 -0.23 -0.236
C -3.72389 1.03193 -3.93017 -0.93 -0.53 -1.71 -0.397
C -4.77934 2.08408 -3.48996 0.39 0.08 -1.11 -0.737
C -2.09343 -6.36610 0.85385 -0.17 1.38 -2.14 -0.738
C 1.00097 6.21003 -1.55285 -1.13 1.63 0.45 -0.491
C 2.77535 -1.36810 2.84644 1.39 -0.68 0.72 -0.514
C -4.45645 4.43529 -7.21957 -0.05 -1.24 -0.26 -0.692
C 4.08763 -3.11013 3.85676 -0.11 -0.48 0.97 -0.872
C 6.92585 -0.18832 -4.53828 1.11 0.91 -0.41 -0.194
C -1.85324 4.66855 1.83454 1.51 2.85 2.25 -0.267
C 2.63595 -5.40730 -2.50655 0.42 1.63 -0.74 -0.059
C -0.50184 6.48422 5.67743 -0.06 -0.82 0.53 -0.988
C -6.72433 3.32596 -4.60179 -0.60 0.13 0.80 -0.745
C -6.42956 -2.59412 5.44157 0.58 0.43 0.71 -0.858
C 4.10409 5.08149 -3.12431 -0.87 0.01 -0.23 -0.671
C 0.98366 -6.41649 -4.01949 -0.37 -1.36 -0.88 -0.946
C 5.65071 0.66211 -1.24221 -0.57 -0.13 -1.58 -0.582
C -1.87931 -0.97571 1.73138 0.69 -1.15 -0.15 0.949
C -1.36161 -3.79418 -1.77883 1.51 1.42 0.54 -0.292
C -6.14127 -2.47276 1.53823 0.18 1.22 0.95 -0.934
C -6.00852 4.40013 -5.42860 0.95 -2.87 0.27 -0.409
C -3.48680 -1.35897 -0.00420 -1.91 0.74 -0.66 -0.845
C 7.33606 0.05175 0.49816 0.90 -0.72 0.25 -0.689
C -2.80900 -0.11101 -5.92259 -1.00 0.46 -1.08 -0.825
C -1.41923 3.93846 -3.46771 0.89 -1.64 0.38 -0.438
C -0.64375 2.65105 1.69234 1.71 -1.95 0.54 -1.003
C -1.80618 -0.88383 3.24868 -0.03 -0.94 0.18 -1.158
C 3.50483 -3.29188 0.06966 1.59 0.04 -1.51 -0.150
C -5.25040 -4.56228 2.26838 -0.68 1.81 -0.28 -0.422
C -1.69390 5.90105 2.52150 0.40 -2.13 -0.75 -0.719
C -4.49996 -5.68993 1.67719 0.99 -1.05 0.47 -0.769
C 3.43701 1.39750 4.57002 0.31 -0.99 -0.49 -0.184
C 3.01097 0.09039 2.39999 1.60 -0.27 -0.79 0.840
C 1.51776 4.69495 -3.01610 -0.95 0.57 0.36 -0.267
C 4.30265 1.27956 5.81511 0.75 1.38 -0.17 -0.871
C -2.85230 -1.66145 5.49381 0.95 0.91 0.23 -0.542
C 4.09898 -3.81930 -1.31540 0.18 0.38 0.96 -1.001
C 2.39318 -3.26088 -3.11982 1.08 -0.80 0.55 -0.170
C -1.31028 -5.54817 -0.23877 0.86 -0.87 -0.58 -0.325
C -0.96144 4.87980 -2.38109 -1.00 0.80 0.08 0.043
H 3.73396 1.71157 6.63855 -0.23 0.23 0.16 0.470
H -1.05912 4.03216 -4.49223 -0.13 0.81 0.09 0.434
H 2.43703 -3.07329 0.08052 0.02 -0.30 -0.41 -0.022
H -2.87765 -0.57842 5.61417 -0.15 0.01 -0.24 0.286
H -1.25445 2.09844 2.40632 -0.35 -0.83 -0.89 0.848
H -3.44793 -2.41964 -0.25235 0.76 0.28 -0.67 0.215
H 3.21623 -3.72685 3.63671 0.03 -0.29 -0.26 0.349
H -1.62904 5.74118 -2.40208 0.57 0.56 -0.06 0.510
H -6.30959 -4.73518 2.45892 -0.03 -0.83 -0.29 0.683
H 3.14717 2.41832 4.32098 -0.13 -0.07 0.44 0.257
H 4.86451 0.24956 8.11241 0.00 0.07 -0.01 0.351
H -1.02032 2.97398 -3.15348 -0.16 -0.47 -0.23 0.028
H -6.31629 -3.52732 5.99332 0.19 0.08 0.21 0.409
H 2.52669 -2.19669 -2.99306 -0.06 -0.11 -0.30 0.543
H -6.74568 5.18028 -5.61850 0.18 0.04 -0.78 0.468
H 4.02284 -2.33844 0.17316 -0.11 0.00 0.73 0.018
H -4.94910 5.22124 -7.79200 0.02 0.02 0.17 0.337
H 7.43337 1.06917 0.87696 0.07 -0.12 -0.05 0.325
H 4.40763 1.69870 2.77265 0.01 0.08 -0.57 0.467
H 2.24683 -2.02866 2.15911 0.37 0.60 -1.35 0.442
H -5.16833 1.83597 -2.50243 0.06 -0.05 -0.07 0.463
H 7.61259 -1.64174 -5.89034 0.42 0.04 0.08 0.389
H -0.03239 -6.11365 -4.27256 0.21 0.36 -0.07 0.368
H -1.15530 4.43618 -1.40450 0.11 -0.28 0.02 -0.075
H 3.01297 7.07388 -1.37079 0.20 -0.34 -0.05 0.479
H -0.47075 -3.47304 -1.23908 0.32 0.97 -0.09 0.078
H -3.98175 3.72119 -7.89250 0.00 0.28 -0.18 0.256
H 8.33089 -0.87524 -2.19477 0.15 0.17 0.45 0.401
H 2.11632 0.69260 2.24170 0.07 0.01 0.50 -0.496
H 1.48565 -6.78620 -4.91360 -0.30 -0.30 -0.02 0.361
H -2.70035 -7.12191 0.35536 0.02 -0.04 0.33 0.394
H -2.98066 -4.54237 0.82278 -0.28 0.75 -0.53 0.007
H -1.55916 6.74859 5.69480 0.04 -0.38 0.89 0.334
H -6.98000 -2.79752 2.15400 -0.23 -0.27 -0.42 0.441
H 2.58789 0.71897 4.65179 -0.20 0.37 0.43 0.210
H 7.68868 0.54971 -4.78629 -0.01 0.01 -0.55 0.270
H -5.19479 4.78959 -4.81682 0.08 0.52 0.02 0.245
H -2.23564 -2.86680 3.89914 0.40 -0.15 -0.12 0.448
H 4.71634 0.95015 -3.30280 0.12 0.04 0.16 0.607
H -6.45904 -2.04184 0.58879 -0.13 -0.33 0.07 0.233
H -3.90697 -3.35905 6.17120 -0.14 -0.81 -0.73 0.382
H -0.57008 7.71308 4.07206 0.17 0.05 -0.57 0.303
H 0.95363 -3.77276 -4.74544 0.16 0.01 0.06 0.458
H 5.62592 -1.22355 7.49539 -0.54 -0.07 -0.48 0.264
H -1.94516 -2.00342 5.99206 -0.29 -0.14 0.34 0.476
H -4.43674 -6.53998 2.35654 -0.47 -0.13 -0.11 0.468
H -2.31803 6.77276 2.39115 0.16 0.12 0.68 0.465
H 4.01188 -2.81354 4.90289 0.27 -0.40 0.25 0.263
H -1.35440 -6.79090 1.53317 -0.57 0.00 0.32 0.350
H 0.86640 -7.21890 -3.29115 0.39 0.06 0.00 0.380
H -4.54552 -1.11138 -0.08117 -0.36 -0.43 0.26 0.215
H -4.90289 -5.98452 0.70819 0.24 -0.01 0.00 0.370
H -4.35276 0.19210 -3.63470 0.67 -1.25 -0.38 0.524
H -0.39002 -5.09959 0.13540 0.32 -0.06 0.59 0.265
H -3.68704 4.80852 -6.54371 -0.04 0.33 0.08 0.236
H -0.82126 -1.20326 3.58926 0.44 1.14 -0.18 0.539
H 5.25588 1.80433 5.75128 -0.13 1.17 -0.34 0.450
H -2.62028 4.25168 1.19870 -0.01 0.30 0.11 0.576
H 0.98788 7.01504 4.23660 0.14 -0.58 -0.47 0.435
H -1.00652 -6.16285 -1.08612 0.14 -0.82 0.38 0.447
H 6.68689 -0.56649 1.11822 0.04 0.07 0.08 0.252
H -7.75471 3.15726 -4.91474 0.28 -0.46 -0.41 0.503
H -3.16941 -1.00244 -5.40919 0.20 -0.20 -0.37 0.338
H 0.10370 7.06876 6.37006 -0.39 0.46 -0.12 0.377
H -5.59157 1.68236 -5.37535 0.95 0.92 -1.16 0.373
H 4.75798 -4.68129 -1.21155 -0.36 -0.24 0.39 0.505
H -1.95511 -2.93946 -2.10332 0.01 -0.18 0.22 0.185
H -6.81883 3.73909 -3.59755 0.00 -0.38 0.25 0.351
H 2.99975 -6.33891 -2.09894 0.01 0.16 0.26 0.519
H -6.52604 1.16629 -4.34398 -0.89 0.04 1.11 0.419
H 6.00547 0.09974 -5.04626 0.12 -0.32 -0.16 0.324
H 2.02901 -1.52234 3.62573 0.64 0.69 1.33 0.666
H -4.42810 3.11527 -3.45278 -0.27 -0.04 -0.42 0.164
H 4.89501 0.31718 3.44204 0.19 -0.91 0.31 0.465
H 8.33861 -1.84222 -4.25979 0.15 0.31 -0.25 0.436
H -3.15877 -0.53162 -0.63347 1.35 -0.65 -0.45 0.337
H -7.13440 -2.82986 4.64425 0.48 0.60 -0.38 0.260
H -6.77901 -1.78844 6.08722 -0.58 -0.39 0.03 0.342
H 5.01767 -3.62988 3.62658 -0.18 -0.14 0.31 0.280
H 4.76906 5.50934 -2.37406 -0.22 -0.27 0.05 0.307
H 0.38971 2.38224 1.91101 0.05 -0.63 -0.49 -0.028
H 4.30655 4.02962 -3.32600 -0.25 -0.02 0.52 0.207
H -5.64283 -1.70512 2.13015 -0.30 0.57 0.01 0.312
H 8.31188 -0.42793 0.42219 0.06 0.16 0.54 0.320
H -1.73209 -0.08787 -6.08936 0.40 0.55 1.39 0.270
H -2.12329 0.12071 3.52876 0.01 -0.35 0.68 0.489
H 0.26489 6.77487 -1.00010 0.62 0.48 0.32 0.576
H -4.88287 -4.30567 3.26195 0.48 0.28 0.24 0.131
H 1.42735 3.84019 -3.67002 0.11 0.14 -0.03 0.479
H -0.88655 -4.23032 -2.65759 -0.87 -1.20 -0.15 0.203
H 6.70601 -2.33706 -4.61870 -0.22 0.04 0.21 0.276
H -3.07961 -0.03694 -6.97586 -0.66 -0.79 0.00 0.308
H 3.78925 -3.99597 0.85162 -0.12 0.26 0.09 0.443
H -2.75298 0.94698 -3.44209 -0.22 0.59 0.43 0.369
H -2.50389 3.83265 -3.44720 0.18 0.32 -0.10 -0.233
H -2.48992 -5.04140 2.28401 -0.74 0.27 0.81 0.304
H 3.50729 0.06415 1.42991 -0.17 -0.21 -0.18 -0.602
H 6.40145 0.27718 7.18947 -0.04 0.39 -0.01 0.343
H 4.32705 5.57359 -4.07099 -0.56 0.37 0.08 0.355
H -0.27338 5.46521 5.98970 -0.46 -0.25 -0.07 0.282
H -0.82099 2.62200 0.61724 -0.29 -0.63 0.29 -0.027
H -1.36019 -0.12171 1.29629 -0.23 0.36 -0.01 -0.458
H -4.47407 -2.08542 6.97450 0.32 1.21 0.14 0.576
H -3.56487 -1.99337 3.68044 -0.96 0.12 -0.86 0.022
H 4.75848 -3.14998 -1.86783 -0.09 0.70 0.58 0.232
H -1.25813 -1.81397 1.41586 0.18 -0.47 -0.24 0.123
H 4.96248 0.99977 -0.48147 -0.05 0.13 -0.31 0.489
H 1.14583 4.35028 3.22625 -0.28 0.14 0.41 0.468
```
Forces are in eV/Å.

HOMO level (Ha): -0.78299
M (Da): 1126.4
Total charge: +7

A molecular structure, C2H29O13 in a non-equilibrium geometry. Source: the OMol25 dataset; level of theory: ωB97M-V/def2-TZVPD.

```
44
Properties=species:S:1:pos:R:3:forces:R:3:nbo_charge:R:1
O -25.07847 10.55332 2.10066 3.77 -1.24 -1.26 -1.033
O -28.74880 13.74070 4.12562 -0.80 0.61 -0.06 -0.920
O -27.46883 9.14642 6.25606 -2.00 0.30 1.85 -0.919
O -26.71468 8.79305 2.31643 0.72 -0.68 -4.92 -0.890
O -28.21802 10.43511 1.42064 0.30 0.86 -3.64 -0.948
O -26.75558 11.87689 2.62637 -2.44 -5.28 5.28 -0.829
O -26.88660 8.00620 4.28101 -0.39 -2.30 3.67 -1.020
O -25.23849 13.56669 3.03208 2.49 1.85 1.76 -0.983
O -29.89170 9.28829 2.38083 -3.11 -2.15 1.15 -0.975
O -28.92965 12.78775 6.50303 -0.11 -0.50 1.24 -0.950
O -24.83974 11.59759 5.58448 1.18 5.72 -1.01 -0.869
O -27.31321 13.61851 1.68874 -2.52 5.40 -3.92 -1.014
O -25.11506 9.57161 6.19836 0.30 -3.60 1.47 -1.034
C -27.08805 11.43109 3.92395 0.11 -0.49 0.95 -0.138
C -28.41803 10.77022 4.09911 -0.66 0.65 -0.10 -0.729
H -25.07083 10.42149 5.76021 0.19 -1.21 0.17 0.434
H -28.16210 14.01405 1.88666 -0.10 0.73 -0.46 0.433
H -28.60384 10.51890 5.14333 -0.07 0.24 -0.48 0.243
H -27.71898 10.82579 2.13798 0.93 2.41 0.26 0.512
H -29.90668 9.68208 3.25314 -0.89 -0.40 -0.36 0.449
H -28.84716 12.55355 5.57861 -0.29 0.36 -0.29 0.483
H -24.94125 13.36872 2.14400 -0.14 -0.09 -0.08 0.477
H -27.29943 12.81059 2.20187 -0.45 -0.30 0.00 0.436
H -26.42864 10.66204 4.32625 0.71 0.26 -0.43 0.213
H -28.26755 8.63751 6.39490 -0.28 -0.48 -0.06 0.490
H -25.94481 9.19403 5.90649 0.89 -0.83 0.16 0.464
H -28.03406 12.97564 6.78385 0.19 0.07 0.18 0.453
H -25.61148 11.18549 2.58283 0.64 0.15 -0.56 0.460
H -25.99049 12.99018 3.16758 0.38 0.32 -0.72 0.462
H -28.76086 13.07714 3.43584 0.07 0.24 -0.31 0.464
H -25.52349 9.71584 2.23031 0.88 0.10 0.09 0.452
H -27.82923 13.80122 4.38437 0.21 0.53 -0.32 0.473
H -24.83088 12.17929 6.34460 0.22 0.00 0.35 0.481
H -26.64247 8.19021 1.57643 -0.03 -0.28 -0.30 0.495
H -28.47437 9.86099 3.50060 0.47 0.31 1.06 0.241
H -27.08019 12.28378 4.60289 0.40 -0.05 0.41 0.119
H -27.63300 9.97720 6.70226 0.20 0.30 0.51 0.482
H -26.68222 8.25962 3.38088 0.01 -0.83 1.19 0.445
H -25.32251 12.08361 4.91595 0.54 0.44 -0.51 0.498
H -27.97841 10.95262 0.65187 0.15 0.32 -0.26 0.523
H -29.16513 11.48707 3.75842 -0.59 -0.59 -0.01 0.187
H -27.26200 8.79467 4.67295 0.13 -0.50 -0.21 0.441
H -29.17294 9.73130 1.92985 -0.82 -0.11 -0.58 0.453
H -27.22788 9.52711 1.97879 -0.39 -0.25 -0.93 0.490
```
Forces are in eV/Å.

HOMO level (Ha): -0.22113
M (Da): 261.2
Total charge: -1

Q: What is the HOMO level in the first record?
A: -0.31422 Ha

Repeat the first record exactly.
A single C5H6 molecule in a non-equilibrium geometry. Source: the OMol25 dataset; level of theory: ωB97M-V/def2-TZVPD.

```
11
Properties=species:S:1:pos:R:3:forces:R:3:nbo_charge:R:1
C 1.20798 0.51311 -0.10230 0.63 1.61 0.07 -0.279
C 0.03151 1.27299 -0.11966 -5.99 3.59 2.10 -0.239
C 0.80356 -0.72095 -0.29198 5.35 -5.12 2.25 -0.155
C -1.11903 0.47882 -0.02778 0.41 0.25 -1.55 -0.226
C -0.61167 -0.93127 -0.03609 -1.82 -2.14 1.43 -0.502
H 1.72760 -1.50934 0.09926 -3.04 1.55 -1.65 0.195
H 2.18719 0.84218 0.21592 0.03 0.01 -0.54 0.230
H -0.45667 -1.42847 1.16907 -0.96 1.37 -3.44 0.272
H -2.19184 0.76688 -0.36973 2.08 -0.36 1.26 0.225
H -0.33951 2.36510 0.15810 2.09 -1.73 -1.22 0.229
H -1.23913 -1.64905 -0.69479 1.23 0.97 1.29 0.252
```
Forces are in eV/Å.

SMILES: C1=CCC=C1
HOMO level (Ha): -0.31422
M (Da): 66.1

Q: What is the formula in the third record?
A: C2H29O13